The following is a DFT calculation (the ωB97M-V functional and the def2-TZVPD basis) of 2 unconnected molecules or ions with the total composition C2H2ClNO in a non-equilibrium geometry.

```
7
Properties=species:S:1:pos:R:3:lowdin_charge:R:1
C 2.128 -0.268 -0.729 -0.08
C -0.801 0.084 0.584 -0.68
N 3.212 -0.337 -1.124 0.05
O -1.602 0.706 1.348 -0.05
Cl -1.466 -0.662 -0.735 0.69
H 1.138 -0.150 -0.502 -0.08
H -2.609 0.627 1.159 0.14
```

Computed properties:
* E_LUMO: -0.01 eV
* HOMO level: -10.0 eV
* Kohn-Sham gap: 10.0 eV
* total charge: 0